(1)
Density functional theory data (ωB97M-V/def2-TZVPD) for 2 unconnected molecules or ions with the total composition CH2FO2S.

Output
Total charge = -1
Multiplicity = 1
Relative energy (zero: lowest compared OMol25 entry of this formula, charge and spin) = 11.1 kcal/mol
Lowest unoccupied orbital energy (alpha / beta) = 4.2 / 4.2 eV

Positions of all 7 atoms, in Å:
C -1.528 -0.456 -0.099
O 1.667 -1.504 -0.396
O -2.227 -1.424 -0.183
F -1.959 0.566 0.782
S 1.008 -0.605 0.616
H -0.948 -0.037 -1.034
H 1.249 0.828 0.118

---

(2)
Density functional theory data (ωB97M-V/def2-TZVPD) for 2 unconnected molecules or ions with the total composition CH2FO4S.

Output
Total charge = -1
Multiplicity = 1
Relative energy (zero: lowest compared OMol25 entry of this formula, charge and spin) = 30.3 kcal/mol
Lowest unoccupied orbital energy = 4.0 eV

Positions of all 9 atoms, in Å:
C 0.211 -0.814 -0.400
O -2.479 -0.980 0.312
O -1.813 0.781 -1.163
O -1.189 0.999 1.341
O 0.387 -1.970 -0.141
F 1.303 0.401 0.813
S -1.465 -0.026 0.009
H 0.663 -0.117 -1.140
H -0.281 0.899 1.412

---

(3)
Density functional theory data (ωB97M-V/def2-TZVPD) for a molecular structure, CH2FO4S.

Output
Total charge = -1
Multiplicity = 1
Relative energy (zero: lowest compared OMol25 entry of this formula, charge and spin) = 34.3 kcal/mol
Lowest unoccupied orbital energy = 4.1 eV

Positions of all 9 atoms, in Å:
C 1.487 -0.157 -0.134
O -0.162 0.355 -0.898
O 1.148 -1.174 0.478
O -0.875 0.293 1.541
O -1.939 -1.086 -0.222
F -2.259 1.250 -0.232
S -1.145 0.045 0.149
H 1.552 0.706 0.394
H 2.194 -0.233 -1.076

---

For the records above, the corresponding max |F| values read 0.0558; 0.1032; 0.0914 hartree/bohr.